Entry 1:
136
Properties=species:S:1:pos:R:3 method="wB97M-V/def2-TZVPD" spin_multiplicity=1 homo_lumo_gap_ev=6.772 charge=+1 de_lowest_kj_mol=111.00
Ti 0.40 0.94 0.68
C -2.37 3.95 -2.33
C -1.70 2.60 -2.60
C -2.69 1.48 -2.30
P -0.05 2.33 -1.77
C 0.68 1.07 -2.91
N 0.03 -0.21 -2.79
Ge 0.02 -1.11 -1.13
N -1.79 -1.87 -1.04
C -2.84 -1.26 -0.25
P -2.26 -0.16 1.08
C -1.60 -1.38 2.35
C -1.96 -2.85 2.15
C -1.86 -0.96 3.80
C -3.88 0.42 1.79
C -4.61 1.44 0.91
C -4.87 -0.71 2.11
C -1.93 -3.25 -1.28
C -2.95 -4.09 -0.84
C -2.86 -5.47 -1.05
C -1.77 -6.03 -1.69
C -0.80 -5.19 -2.22
C -0.92 -3.83 -2.06
N -0.10 -2.83 -2.67
C -0.80 -2.17 -3.78
C -1.54 -2.88 -4.71
C -2.09 -2.21 -5.80
C -1.88 -0.84 -5.92
C -1.17 -0.13 -4.96
C -0.63 -0.79 -3.85
C 1.25 -3.20 -3.02
C 1.56 -3.98 -4.11
C 2.89 -4.29 -4.39
C 3.88 -3.77 -3.56
C 3.56 -2.96 -2.47
C 2.22 -2.67 -2.17
N 1.80 -1.87 -1.12
C 2.82 -1.36 -0.25
P 2.14 -0.97 1.39
C 1.58 -2.63 2.00
C 2.54 -3.78 1.73
C 1.14 -2.63 3.46
C 3.62 -0.37 2.31
C 3.46 -0.41 3.83
C 4.96 -0.98 1.89
C 0.86 3.89 -2.26
C 2.14 3.70 -3.09
C 1.10 4.82 -1.07
H -3.19 4.07 -3.04
H -1.71 4.81 -2.44
H -2.80 3.98 -1.33
H -1.44 2.56 -3.66
H -3.02 1.55 -1.27
H -2.27 0.49 -2.47
H -3.57 1.59 -2.94
H 1.75 0.99 -2.66
H 0.63 1.44 -3.94
H -3.45 -2.01 0.24
H -3.53 -0.69 -0.89
H -0.52 -1.30 2.20
H -3.03 -3.05 2.20
H -1.49 -3.43 2.94
H -1.61 -3.24 1.20
H -2.92 -1.01 4.05
H -1.50 0.04 4.01
H -1.35 -1.66 4.46
H -3.61 0.92 2.73
H -4.86 1.01 -0.06
H -4.04 2.35 0.74
H -5.55 1.72 1.38
H -5.31 -1.12 1.20
H -5.69 -0.30 2.71
H -4.43 -1.53 2.68
H -3.82 -3.71 -0.33
H -3.66 -6.10 -0.68
H -1.70 -7.10 -1.82
H 0.04 -5.60 -2.78
H -1.68 -3.94 -4.59
H -2.66 -2.75 -6.53
H -2.28 -0.31 -6.77
H -1.05 0.93 -5.08
H 0.78 -4.34 -4.76
H 3.15 -4.90 -5.24
H 4.92 -3.98 -3.77
H 4.37 -2.54 -1.89
H 3.32 -0.45 -0.63
H 3.61 -2.10 -0.11
H 0.69 -2.79 1.37
H 3.48 -3.66 2.27
H 2.76 -3.91 0.67
H 2.09 -4.71 2.08
H 1.98 -2.82 4.12
H 0.43 -3.45 3.63
H 0.67 -1.70 3.79
H 3.65 0.68 2.04
H 3.60 -1.42 4.22
H 2.49 -0.05 4.17
H 4.23 0.22 4.30
H 5.00 -2.06 2.05
H 5.75 -0.54 2.49
H 5.19 -0.79 0.84
H 0.15 4.38 -2.93
H 2.89 3.09 -2.61
H 2.57 4.68 -3.29
H 1.93 3.24 -4.06
H 1.59 4.31 -0.24
H 0.17 5.23 -0.68
H 1.72 5.67 -1.37
C 3.94 3.18 1.63
C 2.55 2.62 1.64
N 2.09 1.92 0.53
O 2.94 1.92 -0.59
C 1.66 2.79 2.65
C 2.00 3.11 4.07
N 0.32 2.46 2.29
O 0.03 1.04 2.44
H 3.96 4.12 1.07
H 4.67 2.50 1.19
H 4.26 3.42 2.64
H 3.37 2.79 -0.62
H 3.04 2.88 4.30
H 1.39 2.48 4.73
H 1.83 4.15 4.35
C -0.22 5.30 2.98
Si -1.00 3.65 2.66
C -1.96 3.02 4.12
C -2.03 3.84 1.14
H -1.01 6.05 2.87
H 0.55 5.52 2.24
H 0.20 5.41 3.97
H -1.61 3.49 5.04
H -1.86 1.94 4.25
H -3.02 3.25 4.02
H -2.99 4.31 1.36
H -2.20 2.90 0.62
H -1.48 4.50 0.47



Entry 2:
142
Properties=species:S:1:pos:R:3 method="wB97M-V/def2-TZVPD" s_squared=6.0536 spin_multiplicity=5 homo_lumo_gap_ev="6.723 / 6.037" charge=+2
Os 0.64 -1.25 0.18
C 0.97 1.71 4.82
C 0.61 0.45 4.12
C 0.05 -0.72 4.59
C -0.05 -1.58 3.48
N 0.43 -0.96 2.40
N 0.82 0.26 2.81
C -0.63 -2.95 3.45
H 0.92 1.56 5.90
H 0.29 2.52 4.56
H 1.99 2.02 4.56
H -0.25 -0.95 5.59
H 1.17 0.92 2.11
H -0.97 -3.23 4.44
H 0.11 -3.68 3.12
H -1.48 -2.98 2.77
N 0.24 2.07 -1.52
C 1.00 2.35 -0.44
N 1.32 3.65 -0.22
O 1.40 1.46 0.34
H -0.21 2.80 -2.05
H -0.14 1.14 -1.55
H 1.10 4.37 -0.89
H 1.98 3.86 0.50
C -0.35 -0.51 -3.53
C -0.88 -1.74 -2.78
C -2.38 -1.88 -3.09
C -0.61 -1.73 -1.32
C -0.13 -3.03 -3.18
C 1.16 -2.96 -3.71
C 1.78 -4.09 -4.22
C 1.15 -5.32 -4.16
C -0.11 -5.41 -3.57
C -0.74 -4.28 -3.08
H -1.03 0.33 -3.36
H -0.33 -0.71 -4.61
H 0.64 -0.22 -3.20
H -2.89 -0.94 -2.89
H -2.85 -2.65 -2.49
H -2.52 -2.13 -4.14
H -1.30 -2.45 -0.86
H 1.65 -2.00 -3.78
H 2.74 -3.99 -4.70
H 1.63 -6.20 -4.57
H -0.60 -6.37 -3.51
H -1.73 -4.39 -2.67
C -2.37 4.63 -0.70
C -3.34 5.17 0.36
C -2.54 5.58 1.60
C -3.98 6.42 -0.25
C -4.45 4.08 0.68
O -4.79 3.46 -0.54
C -5.65 4.76 1.36
C -6.90 3.91 1.69
C -7.62 3.36 0.48
C -7.53 2.02 0.12
C -8.17 1.53 -1.00
C -8.93 2.40 -1.78
Cl -9.75 1.79 -3.18
C -9.04 3.73 -1.44
C -8.39 4.21 -0.32
C -3.98 2.96 1.66
N -3.17 1.88 1.12
C -1.86 1.62 1.21
N -1.58 0.46 0.64
C -2.80 0.05 0.19
N -3.78 0.87 0.48
H -1.59 5.37 -0.86
H -2.90 4.47 -1.64
H -1.92 3.69 -0.40
H -1.95 6.46 1.37
H -1.85 4.80 1.92
H -3.19 5.84 2.43
H -3.20 7.05 -0.68
H -4.50 7.03 0.50
H -4.68 6.16 -1.04
H -5.71 3.64 -0.76
H -6.00 5.56 0.71
H -5.30 5.22 2.29
H -7.58 4.57 2.22
H -6.67 3.09 2.38
H -6.93 1.35 0.72
H -8.10 0.49 -1.27
H -9.65 4.40 -2.05
H -8.49 5.26 -0.05
H -4.88 2.47 2.01
H -3.46 3.40 2.51
H -1.15 2.26 1.72
H -2.97 -0.87 -0.33
C 6.80 -2.51 0.56
Si 5.02 -2.99 0.17
C 5.02 -3.85 -1.52
C 4.42 -4.08 1.60
Sb 3.33 -0.94 0.00
Si 4.48 0.31 -2.03
C 3.86 -0.40 -3.67
C 4.15 2.16 -1.97
C 6.34 0.02 -1.98
Si 4.42 0.37 2.06
C 3.98 -0.68 3.57
C 6.29 0.52 1.92
C 3.83 2.17 2.23
H 7.42 -3.40 0.38
H 6.91 -2.24 1.61
H 7.19 -1.70 -0.05
H 5.60 -4.77 -1.45
H 5.50 -3.22 -2.27
H 4.02 -4.10 -1.88
H 4.62 -5.13 1.38
H 3.36 -3.98 1.80
H 4.97 -3.82 2.51
H 2.86 -0.04 -3.92
H 3.86 -1.49 -3.66
H 4.54 -0.08 -4.47
H 3.09 2.38 -2.10
H 4.69 2.65 -2.78
H 4.48 2.61 -1.03
H 6.59 -1.03 -2.15
H 6.80 0.33 -1.04
H 6.80 0.60 -2.78
H 4.71 -1.49 3.67
H 2.99 -1.13 3.51
H 4.03 -0.08 4.48
H 6.80 -0.39 2.25
H 6.63 1.33 2.57
H 6.63 0.75 0.91
H 2.75 2.28 2.22
H 4.24 2.76 1.41
H 4.21 2.58 3.16
N 1.17 -7.97 0.27
C 0.98 -6.64 0.25
C 1.96 -5.76 -0.25
C 1.73 -4.41 -0.23
N 0.62 -3.85 0.25
C -0.34 -4.68 0.67
C -0.22 -6.05 0.69
H 2.04 -8.37 -0.04
H 0.49 -8.59 0.66
H 2.88 -6.16 -0.66
H 2.47 -3.73 -0.63
H -1.26 -4.22 1.00
H -1.03 -6.66 1.04



Entry 3:
168
Properties=species:S:1:pos:R:3 method="wB97M-V/def2-TZVPD" s_squared=0.7540 spin_multiplicity=2 homo_lumo_gap_ev="6.640 / 5.551" charge=+1
Cu -0.87 4.54 -0.91
C 1.40 0.65 -0.30
O 0.24 0.60 0.55
O 1.29 1.90 -0.99
C 2.67 0.35 0.60
F 3.88 0.82 0.22
F 2.52 0.75 1.88
F 2.81 -0.96 0.64
C -0.42 -0.64 0.80
C -1.36 -0.52 1.94
H -2.11 0.26 1.80
H -1.98 -1.39 2.18
H -0.94 -0.33 2.92
H 0.29 -1.40 1.09
H -0.99 -0.87 -0.10
H 1.30 -0.09 -1.10
C -7.64 -2.98 1.97
C -6.70 -3.60 2.90
N -5.91 -4.03 3.66
H -7.11 -2.14 1.52
H -8.44 -2.53 2.54
H -8.08 -3.73 1.31
C 6.44 4.02 -3.17
C 6.52 5.35 -3.77
N 6.64 6.42 -4.22
H 7.43 3.79 -2.79
H 6.15 3.35 -3.98
H 5.71 4.03 -2.35
C -6.18 2.51 -0.94
C -4.83 2.48 -1.38
N -3.73 2.40 -1.74
H -6.32 3.42 -0.36
H -6.50 1.59 -0.45
H -6.85 2.58 -1.79
C -5.92 4.45 3.90
O -5.73 2.98 3.78
C -6.76 2.18 4.45
C -8.24 2.38 4.03
O -8.36 2.01 2.73
C -9.71 1.92 2.23
C -10.36 3.30 2.01
O -9.72 4.05 1.03
C -10.24 5.40 0.98
H -5.05 5.03 3.59
H -6.23 4.73 4.91
H -6.77 4.71 3.28
H -6.76 2.27 5.53
H -6.45 1.15 4.26
H -8.56 3.41 4.18
H -8.88 1.87 4.76
H -10.34 1.36 2.92
H -9.71 1.40 1.27
H -10.31 3.82 2.96
H -11.44 3.28 1.83
H -11.25 5.40 0.58
H -9.67 6.10 0.36
H -10.21 5.81 1.98
C 5.18 -3.14 -5.21
O 5.36 -3.90 -6.38
C 4.90 -5.22 -6.44
C 5.32 -5.89 -7.74
O 4.41 -6.93 -7.96
C 4.71 -7.70 -9.13
C 4.07 -7.12 -10.42
O 2.66 -7.17 -10.60
C 1.99 -6.32 -9.65
H 4.30 -2.50 -5.31
H 6.04 -2.51 -4.98
H 5.06 -3.72 -4.29
H 3.81 -5.25 -6.43
H 5.22 -5.80 -5.57
H 6.38 -6.13 -7.70
H 5.40 -5.15 -8.54
H 4.27 -8.67 -8.92
H 5.78 -7.87 -9.25
H 4.48 -7.58 -11.32
H 4.37 -6.08 -10.55
H 2.35 -5.29 -9.71
H 2.10 -6.57 -8.59
H 0.93 -6.26 -9.91
C 0.21 4.67 2.53
O 0.62 5.06 1.22
C 1.38 6.29 1.38
C 1.98 6.71 0.04
O 0.90 6.70 -0.87
C 1.21 7.14 -2.23
C 0.04 6.95 -3.21
O -0.57 5.70 -3.11
C -1.52 5.36 -4.16
H -0.19 5.55 3.04
H 1.00 4.41 3.23
H -0.47 3.83 2.46
H 2.22 6.26 2.07
H 0.78 7.11 1.77
H 2.71 5.96 -0.26
H 2.42 7.70 0.08
H 2.00 6.54 -2.69
H 1.55 8.17 -2.18
H 0.42 7.23 -4.19
H -0.63 7.76 -2.92
H -1.82 4.35 -3.89
H -1.15 5.37 -5.19
H -2.48 5.87 -4.19
C -0.42 -2.43 -4.95
O -0.31 -1.33 -5.80
C 0.01 -1.72 -7.11
C -0.10 -0.60 -8.11
O 0.89 0.49 -8.09
C 1.01 1.29 -6.91
C 2.05 2.42 -6.97
O 1.63 3.28 -7.97
C 2.42 4.43 -8.11
H -1.24 -3.02 -5.36
H -0.61 -2.12 -3.93
H 0.54 -2.93 -4.92
H -0.66 -2.53 -7.40
H 1.04 -2.07 -7.25
H -1.11 -0.19 -8.13
H -0.03 -1.04 -9.11
H 1.31 0.73 -6.02
H 0.01 1.63 -6.63
H 3.01 1.93 -7.14
H 2.05 2.88 -5.99
H 2.18 5.09 -7.27
H 2.22 5.07 -8.97
H 3.49 4.23 -8.12
C -0.25 -2.12 13.09
C 0.75 -1.13 12.61
O 0.24 -0.45 11.45
C 0.24 -0.91 10.21
O 0.75 -1.94 9.87
C -0.29 0.08 9.19
F -1.40 -0.47 8.62
F -0.53 1.29 9.70
F 0.66 0.26 8.28
H -0.34 -2.87 12.31
H -1.18 -1.60 13.33
H 0.02 -2.61 14.03
H 1.67 -1.68 12.41
H 1.04 -0.36 13.33
C 5.69 0.26 6.27
C 6.27 -1.16 6.27
O 6.43 -1.59 4.92
C 7.59 -1.29 4.21
O 8.38 -0.41 4.65
C 7.84 -2.10 2.92
F 8.35 -1.37 1.95
F 8.72 -3.14 3.16
F 6.70 -2.62 2.39
H 6.51 0.96 6.45
H 5.09 0.30 7.17
H 5.01 0.53 5.46
H 5.56 -1.85 6.73
H 7.21 -1.31 6.80
C 0.82 -6.09 3.43
C -0.54 -6.33 4.14
O -0.38 -6.57 5.48
C -0.04 -7.81 5.92
O 0.04 -8.85 5.26
C 0.34 -7.82 7.41
F 0.22 -6.57 7.98
F -0.60 -8.61 7.92
F 1.56 -8.34 7.57
H 0.75 -6.06 2.34
H 1.53 -6.89 3.66
H 1.14 -5.12 3.81
H -1.05 -7.15 3.63
H -1.29 -5.54 4.04